[1]
46
Properties=species:S:1:pos:R:3:forces:R:3:mulliken_charge:R:1 method="wB97M-V/def2-TZVPD" de_lowest_kcal_mol=14.9 multiplicity=1
Xe 0.4016 -0.0552 -0.3394 0.1 0.1 0.1 0.036
O 2.5196 1.0565 -3.0737 -0.1 -0.7 -0.5 -0.605
H 2.5236 1.5769 -2.2704 -0.1 0.4 0.5 0.369
H 3.3045 1.3362 -3.5448 0.2 0.1 -0.2 0.283
O 2.5186 -2.0283 -3.2860 -0.1 -0.5 0.0 -0.680
H 2.8914 -2.0991 -4.1648 0.2 -0.1 -0.2 0.308
H 2.3496 -1.0931 -3.1717 0.1 0.9 0.2 0.353
O -2.5500 1.2126 3.0580 -0.2 0.1 -0.2 -0.594
H -2.6254 1.4511 3.9819 -0.2 0.1 0.2 0.284
H -1.6082 1.1334 2.9066 0.4 -0.2 -0.1 0.314
O 1.5748 -2.7723 1.4098 0.0 0.0 0.1 -0.591
H 2.1862 -2.0902 1.6875 0.2 0.2 -0.1 0.233
H 1.8385 -3.5474 1.9057 0.2 -0.4 0.1 0.298
O 0.0681 -3.8422 -0.6887 -0.1 -0.3 0.3 -0.626
H 0.8351 -3.4655 -0.2574 0.2 0.1 0.1 0.332
H -0.0732 -3.2866 -1.4552 -0.2 0.2 -0.6 0.376
O -0.2581 -2.1871 -2.9833 -0.6 -0.1 0.1 -0.683
H -0.6034 -1.5034 -3.5573 -0.3 0.2 0.0 0.300
H 0.6431 -2.3162 -3.2789 0.8 -0.1 -0.1 0.375
O -3.6504 -0.0763 -0.0336 -0.3 1.1 -0.2 -0.633
H -4.1772 -0.3041 -0.7996 -0.2 0.0 -0.2 0.301
H -3.0765 -0.8313 0.0961 0.4 -0.9 0.5 0.412
O -0.8057 -2.5957 3.0967 -0.6 -0.6 0.1 -0.751
H -0.7223 -1.6458 3.0130 0.2 0.4 0.2 0.407
H -0.1451 -2.9481 2.5003 0.3 0.0 -0.2 0.382
O -1.7474 2.5637 0.4930 0.5 0.3 -0.3 -0.592
H -2.2500 1.9012 0.9671 -0.4 -0.4 0.2 0.271
H -2.4091 3.0994 0.0555 -0.2 0.2 0.0 0.264
O 0.0794 -0.0280 3.4412 0.0 0.5 -0.1 -0.572
H 0.1071 0.4206 4.2863 -0.1 0.0 0.4 0.293
H 0.9877 -0.0274 3.1393 0.2 0.0 -0.3 0.230
O -2.9670 1.2289 -2.6370 -0.1 -0.1 -0.4 -0.627
H -3.1242 2.1542 -2.8249 0.0 0.2 -0.2 0.294
H -2.6895 1.2137 -1.7211 0.1 -0.2 0.5 0.360
O 2.7919 2.7412 -0.7494 0.2 0.0 -0.4 -0.667
H 2.4359 2.4515 0.0905 0.0 -0.3 0.6 0.351
H 3.5937 3.2114 -0.5209 0.2 0.2 0.0 0.278
O -2.2172 -2.3367 0.5674 -0.6 0.4 -0.5 -0.733
H -1.4830 -2.3309 -0.0468 0.3 -0.5 -0.3 0.265
H -1.8073 -2.3894 1.4309 0.0 -0.2 0.7 0.397
O 0.2402 3.3276 -1.6375 -0.3 0.2 -0.3 -0.636
H 1.1013 3.2713 -1.2233 0.4 0.1 -0.1 0.387
H -0.3651 2.9838 -0.9806 -0.3 -0.2 0.3 0.305
O 2.2787 2.4217 2.0220 0.0 -0.1 0.0 -0.658
H 1.4671 2.8886 2.2207 -0.4 0.2 0.0 0.315
H 2.6175 2.1549 2.8765 0.3 0.0 0.2 0.273



[2]
50
Properties=species:S:1:pos:R:3:forces:R:3:mulliken_charge:R:1 method="wB97M-V/def2-TZVPD" de_lowest_kcal_mol=106.4 total_charge=-2 multiplicity=1
S -0.0334 0.2071 0.1707 2.5 -3.6 -5.1 -0.346
O -0.6194 0.5191 1.4027 -1.7 0.8 4.0 -0.652
O 0.3256 -1.2459 0.0657 0.1 1.7 1.3 -0.235
O -0.9684 0.4131 -0.9233 -0.7 1.5 -0.7 -0.542
O 1.1656 1.0501 -0.0263 -0.7 -0.6 -0.1 -0.232
O 3.4756 1.0031 0.8837 1.6 -1.7 0.9 -0.763
H 2.6006 0.9981 0.5377 -1.3 -0.8 -0.3 0.388
H 3.6876 1.8861 0.7227 1.0 2.4 -0.1 0.302
O -2.6984 2.9391 0.1927 -0.6 -1.4 0.4 -0.705
H -2.2684 2.0011 0.2927 -1.9 2.3 0.1 0.553
H -3.6544 2.9881 0.5317 2.5 -1.0 -0.6 0.265
O -3.2134 -0.0299 1.4857 2.2 0.8 2.1 -0.748
H -3.2564 -0.4339 0.6387 -0.2 -1.0 -1.4 0.526
H -2.2004 -0.0379 1.6787 -3.0 0.0 -0.5 0.273
O 2.5406 0.3071 -2.7813 -9.9 2.2 -3.6 -0.726
H 3.3076 0.1551 -2.4823 9.0 -1.3 4.0 0.245
H 2.0826 1.1391 -2.4043 1.3 -0.9 -0.6 0.384
O 1.2486 3.3821 1.1337 -0.4 -0.9 0.6 -0.745
H 1.1786 2.4341 0.7807 0.0 2.0 0.9 0.436
H 0.7236 3.3491 1.9767 0.6 -0.1 -1.1 0.432
O -2.9874 -1.2019 -0.9523 0.6 6.4 3.7 -0.766
H -2.1234 -0.6519 -1.0893 -1.5 -1.0 0.4 0.431
H -2.9014 -1.8769 -1.4833 0.6 -5.8 -4.3 0.280
O -2.5304 0.8001 -3.0573 -1.3 1.1 0.2 -0.684
H -2.1054 1.0831 -2.2593 3.1 0.5 0.6 0.307
H -3.2894 0.8721 -2.4853 -2.4 -0.8 -0.8 0.403
O -0.6584 -1.0049 3.5097 -1.4 -2.2 0.2 -0.769
H -0.5884 -0.3759 2.8167 0.3 1.0 -1.0 0.599
H -0.1714 -0.7259 4.2487 1.0 0.8 1.4 0.297
O 1.5326 2.6501 -1.9613 -2.5 -0.7 -0.2 -0.843
H 0.6226 2.6521 -2.4553 2.5 -0.1 1.6 0.333
H 1.3646 2.1291 -1.0723 -0.2 1.2 -2.0 0.483
O 1.8886 -2.0349 3.0357 -2.0 0.9 1.0 -0.711
H 0.9256 -1.7829 2.9907 1.0 0.4 1.0 0.362
H 1.7726 -2.5849 2.2827 1.3 -1.4 -1.7 0.367
O 1.2326 -2.1189 -2.2843 1.5 1.6 -0.9 -0.819
H 1.7226 -1.2329 -2.3163 0.0 -1.3 -0.9 0.490
H 0.8046 -1.8689 -1.4783 -1.3 -0.5 1.2 0.322
O -0.3164 2.2901 3.1607 -4.0 2.2 -1.4 -0.874
H 0.3106 1.7031 3.3607 5.0 -2.9 2.4 0.358
H -0.6344 1.6381 2.4807 -0.9 1.6 -0.1 0.340
O -0.6344 -0.6239 -4.0673 0.2 0.0 0.3 -0.780
H -1.4234 -0.1289 -3.6673 2.1 -1.4 -0.2 0.416
H 0.0986 -0.9439 -3.4533 -1.9 0.6 -0.6 0.402
O 2.2816 -3.0369 0.5647 0.4 -2.2 -0.9 -0.694
H 2.0476 -3.7529 -0.0863 0.2 1.1 1.0 0.381
H 1.8956 -2.2659 0.1557 -0.3 0.7 -0.1 0.322
O -0.6034 -3.7489 0.2257 -0.3 4.2 -5.7 -0.717
H -0.4054 -2.7859 0.4457 -0.3 -1.1 -1.0 0.359
H -0.5524 -4.0919 1.0157 0.3 -3.4 6.6 0.292



[3]
47
Properties=species:S:1:pos:R:3:forces:R:3:mulliken_charge:R:1 method="wB97M-V/def2-TZVPD" de_lowest_kcal_mol=85.4 total_charge=-1 multiplicity=1
O -0.2980 -0.7065 3.4662 1.3 -0.4 3.1 -0.667
H 1.1754 2.2741 -1.2338 1.4 0.2 -1.2 0.364
H 2.5993 -1.6589 -0.8030 -0.1 1.1 -0.3 0.298
O -1.9808 3.4556 -1.7182 1.2 0.9 1.0 -0.631
H 0.3422 -0.8385 2.8042 0.7 -0.1 -1.6 0.307
H -1.1227 -0.4870 3.1182 -2.0 0.5 -1.5 0.365
O -1.3488 2.6172 0.8078 0.5 -0.5 -1.2 -0.946
H -1.8947 3.4947 -0.6932 0.1 -0.3 -2.3 0.359
H 1.5037 -2.2381 0.0817 0.9 -0.3 -0.4 0.319
O 2.3364 -2.4701 -0.4048 -1.8 -0.4 2.2 -0.623
H -2.7587 -2.9845 -1.8196 -0.3 -0.4 -0.9 0.349
H -1.0762 3.5829 -2.1158 -1.3 -0.2 1.0 0.306
O -2.6921 -3.3723 -2.7225 0.7 0.3 0.7 -0.646
H 0.2011 -0.9558 -0.7260 -0.2 -1.4 -0.2 0.295
H 3.8960 -0.8021 -1.5018 0.0 -0.1 0.7 0.423
O -2.8892 2.4302 3.7793 -0.7 -0.8 1.3 -0.641
H -2.1686 2.0514 3.3024 1.0 -0.4 -0.6 0.310
H -3.0658 3.2411 3.3498 -0.2 1.3 -0.8 0.323
O 2.1719 -4.1864 -2.2744 -0.6 0.3 -1.5 -0.602
H 1.3784 -4.4510 -1.8009 0.4 -0.1 0.3 0.304
H 2.9190 -4.7143 -2.0422 0.3 -0.8 0.6 0.306
O -3.1228 -2.5107 0.9289 0.3 -0.6 -0.6 -0.647
H -3.8763 -2.2840 1.4629 -0.2 0.4 0.2 0.259
H -0.9528 1.9085 -0.0081 0.6 2.0 2.0 0.503
O -2.3067 0.6479 -1.9542 -0.3 -0.5 -1.1 -0.668
H -1.9525 0.8426 -2.8497 -0.3 -0.1 1.2 0.274
O -0.3499 -1.1134 0.0686 0.5 1.6 -0.7 -0.650
H -3.5549 -3.6200 -3.0495 -0.3 0.1 0.4 0.285
H -0.3831 -0.0902 0.0489 -0.7 -1.5 0.8 0.559
O 3.7124 0.6500 -0.3541 0.1 -1.3 1.3 -0.749
H -0.6104 3.2572 0.9358 -0.7 -1.0 -0.1 0.263
H 4.3044 1.0340 -0.9860 -0.2 1.0 -0.5 0.291
O 3.9272 -1.4755 -2.1817 -0.3 -3.4 -0.3 -0.734
H -2.2946 0.8727 1.2856 -0.1 -0.5 0.7 0.387
H 3.6442 -2.4306 -1.8100 1.0 3.5 -1.2 0.412
O 0.2702 1.2525 -0.5370 -0.5 0.2 1.2 -1.087
H 0.5665 1.1392 0.3965 0.2 0.5 -0.8 0.228
H 3.0885 0.3083 3.4848 0.4 0.2 -0.2 0.283
O 1.9882 2.6831 -1.7733 -1.1 0.3 1.5 -0.723
H 3.3346 1.4079 2.3700 0.7 -0.1 0.0 0.283
H 2.0055 2.2283 -2.6053 -0.1 -0.4 -0.5 0.293
O 2.6902 0.8626 2.8109 -1.1 -0.1 0.0 -0.562
H -1.6080 0.8672 -1.3364 0.4 0.1 -0.3 0.269
H -2.6258 -1.6961 0.7899 0.0 0.1 0.2 0.369
O -2.6214 0.1961 1.9274 -0.6 1.2 -0.3 -0.668
H 2.8643 1.0982 -0.2725 0.2 0.5 -0.8 0.360
H -3.3647 0.6824 2.3541 0.7 -0.6 -0.3 0.298



[4]
48
Properties=species:S:1:pos:R:3:forces:R:3:mulliken_charge:R:1 method="wB97M-V/def2-TZVPD" de_lowest_kcal_mol=105.0 multiplicity=1
O 5.3560 -9.7690 11.8380 -0.7 -0.9 -1.0 0.875
H 5.6610 -8.9510 12.2040 0.3 1.0 0.5 -0.204
H 5.3600 -10.4250 12.5400 0.0 -0.2 -0.3 -0.150
O 7.7160 -9.3430 10.1130 0.9 -0.7 0.0 -0.597
H 8.2650 -9.0350 9.3980 0.2 0.5 -0.7 0.179
H 8.3170 -9.9840 10.5620 -0.5 -0.1 0.5 0.306
O 4.3370 -12.5440 12.3010 1.6 -0.4 -1.4 -0.731
H 4.5550 -12.6350 11.3450 0.4 0.0 0.9 0.312
H 3.4290 -12.3450 12.2640 -1.9 0.4 0.4 0.263
O 6.8250 -11.9650 10.4550 0.8 -0.4 -0.8 -0.652
H 7.5960 -11.9430 9.8430 -0.9 -0.3 0.7 0.288
H 6.3600 -11.1550 10.2330 -0.2 0.4 0.1 0.325
O 3.8240 -9.7840 9.4320 -1.6 -1.5 0.0 -0.687
H 3.9370 -9.8820 10.3740 0.4 0.0 0.4 0.087
H 4.5040 -9.1930 9.1990 1.2 1.4 -0.7 0.428
O 4.7010 -7.6940 13.8520 -1.3 0.7 -1.0 -0.596
H 3.9220 -7.1520 13.5870 0.5 -0.7 -0.5 0.307
H 4.7330 -7.4840 14.7660 0.6 0.3 1.7 0.246
O 3.9860 -10.2180 14.3340 0.1 -0.8 0.3 -0.637
H 3.9960 -9.2820 14.0980 -0.1 0.4 -0.1 0.493
H 4.3320 -10.2680 15.2290 -0.2 -0.1 0.2 0.277
O 5.7650 -7.6120 9.1470 0.1 -0.1 -0.3 -0.817
H 6.3440 -8.1950 9.6520 0.1 0.1 0.1 0.552
H 5.8980 -6.7230 9.4900 0.1 0.1 0.0 0.322
O 6.0590 -13.2150 14.3500 1.0 1.9 0.1 -0.632
H 5.9990 -14.0610 14.7040 0.0 -2.2 1.1 0.291
H 5.3540 -13.1410 13.7270 -1.0 0.2 -1.1 0.323
O 3.6270 -6.8140 10.7100 0.0 -1.7 0.4 -0.681
H 4.4320 -7.3420 10.4530 -1.3 0.8 0.2 0.340
H 3.0150 -7.5450 11.0260 1.2 1.3 -0.5 0.485
O 7.1080 -7.6850 12.0550 -1.3 -1.5 0.0 -0.665
H 7.5130 -8.3630 11.4680 0.1 0.8 0.1 0.287
H 7.6200 -6.9110 12.1180 1.2 1.4 -0.1 0.309
O 2.5810 -8.8010 12.3100 -0.5 -0.9 -0.3 -0.631
H 1.6490 -8.7380 12.0330 0.5 -0.4 0.2 0.301
H 2.9140 -9.7100 12.0960 -0.6 1.2 0.3 0.226
O 9.0220 -10.8630 12.1210 3.2 0.9 -1.4 -0.689
H 8.2360 -10.8140 12.5770 -3.7 -0.5 1.6 0.353
H 9.4940 -10.1760 12.6220 0.5 -0.3 -0.4 0.356
O 5.5900 -5.2000 13.0110 0.4 1.0 -0.2 -0.693
H 5.4730 -6.1510 13.0670 -0.2 0.0 0.3 0.442
H 5.0840 -4.7300 13.6890 0.2 -0.6 -0.2 0.267
O 8.1670 -8.2470 14.5810 0.3 -1.0 0.6 -0.734
H 8.0300 -9.2160 14.5940 0.2 0.4 0.4 0.391
H 7.5710 -8.0520 13.8650 -0.4 0.6 -0.7 0.316
O 6.8460 -10.6370 14.0260 0.3 0.7 -0.1 -0.565
H 5.9510 -10.2790 14.0710 0.0 0.1 0.3 0.076
H 6.7250 -11.5490 14.2770 0.1 -1.1 0.3 0.338



[5]
48
Properties=species:S:1:pos:R:3:forces:R:3:mulliken_charge:R:1 method="wB97M-V/def2-TZVPD" de_lowest_kcal_mol=119.8 multiplicity=1
O -17.3060 8.0430 3.5740 -0.4 0.8 -0.4 -0.652
H -17.4280 8.3450 2.6520 -0.1 -0.4 0.5 0.418
H -16.6780 7.3430 3.4590 0.5 -0.6 0.1 0.313
O -18.6490 6.3940 1.3800 0.1 0.3 -0.7 -0.581
H -19.1820 7.0350 0.8890 -0.5 -0.2 0.1 -0.017
H -19.1290 6.1510 2.1580 -0.6 0.1 0.7 0.259
O -15.6530 7.5810 1.0340 -0.7 -0.6 1.7 -0.493
H -15.4070 7.9800 0.2230 0.5 0.6 -2.0 0.237
H -15.1230 8.0410 1.6840 0.2 0.1 0.3 0.294
O -15.4330 8.8300 -1.4470 1.1 0.3 0.1 -0.765
H -14.8460 9.1890 -2.1460 -1.2 -0.4 0.5 0.271
H -16.3740 8.7480 -1.6680 0.2 0.1 -0.6 0.315
O -19.8240 10.5660 -0.8630 -0.7 0.0 -0.5 -0.634
H -19.7980 11.4600 -0.5390 0.0 0.5 0.1 0.267
H -19.5530 10.0150 -0.1340 0.1 -0.5 0.6 0.436
O -21.8300 7.4260 -2.7010 -0.1 -0.7 0.7 -0.639
H -22.4910 7.9060 -3.1820 -0.6 0.2 -0.3 0.272
H -21.0020 7.8310 -2.9720 0.7 0.5 -0.2 0.367
O -19.3730 8.5780 -3.5380 -1.1 0.2 0.0 -0.610
H -19.4200 8.5170 -4.5010 0.2 -0.1 0.2 0.300
H -18.6160 8.0630 -3.2410 0.5 0.0 -0.4 -0.040
O -20.8470 7.7440 0.0480 0.6 -1.4 -1.2 -0.488
H -21.6450 7.4770 -0.4180 -0.1 0.1 -0.4 0.225
H -21.1320 8.2990 0.7320 -0.6 1.4 1.5 0.214
O -18.0260 7.9240 -1.0270 1.3 1.9 1.5 1.516
H -18.5130 7.3340 -1.5510 -0.8 -1.5 -0.8 -0.186
H -17.8390 7.4870 -0.1810 0.3 -0.1 -0.5 -0.165
O -17.0400 4.7380 -1.2050 -0.4 0.2 0.4 -0.696
H -17.8510 5.1900 -1.5120 1.3 -0.2 0.6 0.302
H -16.9710 4.9030 -0.2350 0.2 -0.3 -1.0 0.381
O -16.7800 4.6040 1.5780 -0.5 -0.2 0.2 -0.697
H -17.5350 5.2180 1.4980 0.2 -0.3 -0.3 0.409
H -16.3590 4.9720 2.3480 0.7 0.0 0.3 0.293
O -17.1250 7.0470 -3.7900 0.8 0.7 0.6 -0.654
H -16.6850 7.8760 -4.0760 -0.6 -0.9 -0.1 0.296
H -17.8040 6.7930 -4.4110 -0.1 -0.1 -0.8 0.366
O -17.8610 10.7360 -2.6110 1.8 1.0 -1.2 -0.631
H -17.5260 11.3100 -1.9250 0.4 0.5 0.0 0.295
H -18.3860 10.1660 -2.0960 -1.7 -1.3 0.7 0.226
O -19.3790 5.6970 -2.0140 -0.1 -1.5 -0.7 -0.617
H -19.5650 4.7370 -2.0660 0.6 0.4 0.0 0.309
H -20.2240 6.0000 -1.7460 -1.6 1.1 0.7 0.121
O -19.9550 5.7630 -4.7080 0.0 0.4 -1.1 -0.642
H -19.8770 4.8240 -4.6260 0.0 -1.1 -0.6 0.291
H -19.8130 5.9930 -3.8030 0.1 0.8 1.1 0.407
O -18.5340 9.3780 1.2790 0.0 -0.6 -0.5 -0.732
H -17.7350 9.5620 0.7740 0.2 -0.1 -0.2 0.272
H -18.5250 9.9990 1.9860 0.0 0.9 1.1 0.268



[6]
49
Properties=species:S:1:pos:R:3:forces:R:3:mulliken_charge:R:1 method="wB97M-V/def2-TZVPD" s2=0.7567 de_lowest_kcal_mol=3.6 total_charge=+2 multiplicity=2
O -1.6285 0.7856 0.2072 -0.1 -0.6 -0.5 -0.677
H -1.2090 1.5086 0.6779 -0.5 0.0 0.2 0.203
H -2.5727 0.6789 0.4937 0.9 0.7 0.3 0.359
O 1.8148 -0.5602 -3.6304 0.1 0.1 0.5 -0.687
H -0.0003 3.9360 3.4680 0.2 -1.6 0.5 0.353
H -2.7624 3.2881 4.2079 -0.2 -0.3 0.2 0.324
O 0.9652 3.8307 3.2610 -1.1 1.8 -0.4 -0.405
H -0.1613 -2.2910 -2.7365 -0.9 -1.1 -0.6 0.425
H -4.3747 0.5501 2.1889 0.0 -0.4 0.1 0.295
O 0.4535 3.1461 -2.2092 0.1 -1.2 -0.4 -0.561
H 0.2718 3.7653 -2.9215 0.0 0.4 0.4 0.313
H 3.0717 -0.9421 0.5833 0.2 -0.3 0.4 0.254
O -0.5451 -1.9560 -3.6255 0.7 0.5 0.3 -0.414
H 1.6588 0.0263 -2.8750 0.1 -0.1 0.0 0.313
H 0.0934 -1.2041 -3.7464 -0.2 -0.3 -0.5 0.518
O 2.3957 -3.5472 -1.1402 -0.3 -0.1 0.5 -0.663
H 3.0127 -4.1392 -1.5803 -0.1 0.2 -0.4 0.296
H -3.0963 -0.3692 2.1909 -0.7 -0.2 0.6 0.354
O -0.4516 -0.1245 -2.0676 0.0 0.6 1.0 -0.583
H -0.8599 -2.4946 2.2576 -0.3 0.2 0.8 0.309
H -0.8267 0.1752 -1.1962 0.2 0.1 -0.7 0.264
O 5.4101 2.7493 0.3486 -4.0 0.6 3.1 -0.634
H -0.7723 -3.7190 -1.1587 0.1 0.0 0.0 0.326
H 5.6962 2.0648 -0.1859 2.1 -0.8 -1.8 0.311
O -3.4379 0.5069 1.9797 0.1 0.5 -0.4 -0.595
H 0.5436 3.5603 -1.3568 -0.1 0.7 -0.1 0.270
O -2.1679 2.5493 4.0367 0.5 0.5 -0.2 -0.614
H -3.4719 -2.7336 2.6421 0.0 -0.2 0.4 0.322
H -2.4698 1.8054 4.5646 -0.1 0.1 0.0 0.305
O -3.3213 -1.9857 3.2311 0.2 0.3 -0.2 -0.623
H -3.3304 -2.2725 4.1499 -0.1 -0.3 -0.2 0.292
H -3.2142 -2.1970 -3.9116 0.0 -0.3 -0.5 0.334
O 3.4011 2.8879 2.8536 -1.5 0.7 2.2 -0.178
H 0.9175 4.6170 2.6645 1.3 -0.3 0.0 0.380
H -3.8046 -1.1305 -3.0524 0.4 0.4 0.0 0.325
O 2.2942 -1.1350 0.0669 -0.4 0.7 -0.7 -0.557
H 1.6952 -1.6905 0.5720 0.1 -0.1 0.3 0.318
H 2.7303 2.1978 3.0363 -0.1 -0.1 0.2 0.432
O -3.0027 -1.3300 -3.5583 -0.6 -0.2 0.3 -0.663
H 3.7974 2.6964 2.0252 1.5 -0.6 -2.7 0.386
H 2.2866 -2.7011 -1.5879 0.9 0.0 -0.1 0.328
O -0.1324 -3.6762 -1.8815 0.3 0.5 0.6 -0.753
H -1.4270 -1.5487 -3.3314 0.2 0.1 -0.4 0.606
H 0.7582 -3.5952 -1.4497 -0.6 -0.9 -0.1 0.449
O -1.0005 -2.1019 1.4062 0.4 -0.3 -1.5 -0.588
H 5.6498 3.6174 0.6245 1.7 0.3 -1.0 0.343
H 2.6909 -0.9225 -3.4451 -0.1 0.0 -0.4 0.298
H -0.1524 0.6620 -2.5409 -0.5 0.4 0.4 0.302
H -1.4149 -1.2383 1.4504 0.2 0.1 0.4 0.285



Molecular weight values (in g/mol) by entry order: 401.51, 366.29, 287.23, 288.24, 288.24, 289.25.